[1]
ORCA calculation (ωB97M-V/def2-TZVPD) on C8H10O in the gas phase.

Calculated values
Charge: 0
2S+1: 1
Energy relative to the best compared isomer or geometry (same formula, charge and spin) (kcal per mole): 163.1

Geometry (Å):
C 1.35946 -0.96869 1.50906
C -0.02474 2.00500 -0.48982
C 1.10771 -0.20481 0.27539
C -0.09393 0.59059 0.05304
C -0.91558 -0.47658 -0.69945
C -1.04191 -1.17708 -1.81444
O 2.10691 -0.23574 -0.61299
C -1.38334 0.07087 0.60721
C -2.06202 -0.09693 1.71779
H 1.94968 0.39702 -1.33145
H 2.01750 -1.81981 1.32988
H 1.83310 -0.30614 2.24329
H 0.40116 -1.24999 1.96409
H 0.67078 2.12077 -1.32870
H -1.00946 2.30100 -0.85225
H 0.28132 2.68703 0.30714
H -0.19826 -1.34920 -2.47415
H -1.96773 -1.68678 -2.05287
H -3.03066 -0.60053 1.64924

Löwdin atomic charge list, values in e, 4 entries: 0.0320, 0.0030, -0.2019, -0.3656

***

[2]
ORCA calculation (ωB97M-V/def2-TZVPD) on a molecular structure, C2H2O3S.

Calculated values
Charge: 0
2S+1: 1
Energy relative to the best compared isomer or geometry (same formula, charge and spin) (kcal per mole): 111.6

Geometry (Å):
C 1.23991 0.65014 0.01792
C 1.01436 -0.54770 0.00385
O -1.14421 0.72472 -1.21040
O -1.24479 -1.47117 -0.11748
O -1.19238 0.52337 1.23216
S -1.06928 -0.08885 -0.04555
H 0.98638 1.66645 0.44357
H 1.41000 -1.45696 -0.32406

Löwdin atomic charge list, values in e, 4 entries: 0.1182, -0.0451, -0.2560, -0.2330

***

[3]
ORCA calculation (ωB97M-V/def2-TZVPD) on a molecular structure, C2F6NO4S2Sn.

Calculated values
Charge: 0
2S+1: 2
<S²>: 0.7526

Geometry (Å):
Sn -3.00671 0.81155 1.48341
C -0.85028 -0.08845 -2.45393
F -1.11313 -0.98477 -3.42395
F 0.35011 0.56451 -2.74270
F -1.86387 0.81981 -2.34781
S -0.66692 -1.15198 -0.82972
O -2.02346 -1.65557 -0.52992
O 0.28060 -2.22844 -1.07778
N -0.34737 0.07188 0.35445
S 1.09372 -0.12612 0.71690
O 1.37047 -1.43828 1.28700
O 1.99806 0.32237 -0.32416
C 1.19814 1.04269 2.18876
F 0.33339 2.08746 2.10637
F 0.84354 0.41563 3.30360
F 2.40365 1.53772 2.28955

Löwdin atomic charge list, values in e, 4 entries: 0.9832, -0.5354, 0.1289, 0.0922

***

[4]
ORCA calculation (ωB97M-V/def2-TZVPD) on a gas-phase ion, C7H10N (charge +1).

Calculated values
Charge: +1
2S+1: 3
<S²>: 2.0192
Energy relative to the best compared isomer or geometry (same formula, charge and spin) (kcal per mole): 59.6

Geometry (Å):
C 3.58407 -0.51804 0.13824
C 2.46792 -1.11604 -0.01893
C 1.32981 -0.54887 -0.24534
C 2.53442 0.52054 -0.18172
C -0.85656 -1.30352 -0.13065
C -2.38248 -1.11458 0.02671
C -0.33534 1.06406 0.11508
N 0.00030 -0.28091 -0.23041
H 4.65572 -0.38012 0.08396
H 2.47906 1.29086 0.56591
H 2.58902 1.02544 -1.13059
H -0.51915 -2.27087 -0.34076
H -2.86396 -1.89200 0.59061
H -2.88017 -1.05304 -0.83751
H -2.44820 -0.13404 0.52582
H -0.95340 1.17288 1.01278
H -0.96591 1.49113 -0.61553
H 0.44955 1.70414 0.33792

Löwdin atomic charge list, values in e, 4 entries: 0.1229, 0.1100, -0.0205, -0.0465

***

[5]
ORCA calculation (ωB97M-V/def2-TZVPD) on 3 unconnected molecules or ions with the total composition C3H3N3O2.

Calculated values
SMILES string: N#CC#N.N=C=O.O
Charge: 0
2S+1: 1
Energy relative to the best compared isomer or geometry (same formula, charge and spin) (kcal per mole): 69.4

Geometry (Å):
N 3.14002 2.23108 -1.26816
C 2.89902 1.63852 -0.33905
C 2.46556 0.91791 0.79554
N 1.96815 0.52539 1.76695
N 2.30587 -1.65503 -0.88575
C 1.13726 -1.70427 -0.65787
O 0.05762 -2.01512 -0.34302
H 2.99827 -1.63532 -1.61627
O -0.49370 0.89785 -0.01485
H -0.28826 1.77786 0.05676
H -0.40434 0.63254 0.89495

Löwdin atomic charge list, values in e, 4 entries: 0.2003, -0.2025, -0.2024, 0.2079

***

[6]
ORCA calculation (ωB97M-V/def2-TZVPD) on a molecular structure, C8H19CdNO7.

Calculated values
Charge: -2
2S+1: 1

Geometry (Å):
Cd -13.25570 -16.93056 16.65578
C -11.34549 -15.12681 20.08408
C -12.06552 -15.66780 18.86306
O -12.89967 -14.91723 18.32686
O -11.79688 -16.85227 18.50082
H -12.08639 -14.69761 20.75937
H -10.68450 -14.31294 19.76793
H -10.74303 -15.87669 20.59739
C -10.69181 -19.88837 15.50229
C -12.22045 -19.93117 15.43307
O -12.79992 -18.82044 15.57070
O -12.75202 -21.05106 15.32399
H -10.34432 -19.06122 14.88363
H -10.30549 -20.81747 15.08048
H -10.40919 -19.74642 16.54218
O -14.74691 -15.70159 15.69930
H -14.88202 -14.76461 15.52407
O -14.80946 -17.69446 17.89584
H -14.54124 -17.81630 18.81445
C -12.50188 -16.22898 13.15400
C -11.28304 -16.22965 14.06669
C -10.08918 -15.46868 13.49915
O -10.40479 -14.11462 13.35498
C -9.31967 -13.35475 12.90114
N -11.65161 -15.84176 15.43569
H -12.85491 -15.21772 12.95867
H -13.28669 -16.74557 13.71081
H -12.25432 -16.77626 12.24385
H -10.97300 -17.27611 14.14507
H -9.80172 -15.91186 12.52935
H -9.21727 -15.60822 14.16314
H -8.99885 -13.68187 11.89636
H -8.42910 -13.51396 13.53257
H -9.60250 -12.30743 12.90034
H -10.81017 -15.82373 16.01369
H -11.92852 -14.86006 15.39400

Löwdin atomic charge list, values in e, 4 entries: 1.3287, -0.0561, -0.8102, -0.0907

***

[7]
ORCA calculation (ωB97M-V/def2-TZVPD) on C3H5BrOS in the gas phase.

Calculated values
SMILES string: O=C(Br)CCS
Charge: 0
2S+1: 1
Energy relative to the best compared isomer or geometry (same formula, charge and spin) (kcal per mole): 8.9

Geometry (Å):
O 2.70737 -1.01843 -0.43505
C 2.23329 0.07189 -0.34221
Br 3.42900 1.61687 0.02512
C 0.79033 0.45506 -0.20610
C -0.54854 -0.43536 -0.23516
S -0.76424 -1.24973 1.40619
H 0.65008 1.10518 0.67308
H 0.61668 1.06134 -1.19119
H -1.38894 0.22127 -0.34449
H -0.38963 -1.12519 -1.16885
H 0.32638 -1.82893 1.52462

Löwdin atomic charge list, values in e, 4 entries: 0.0462, -0.7877, 0.6481, -0.2970

***

[8]
ORCA calculation (ωB97M-V/def2-TZVPD) on 11 unconnected molecules or ions with the total composition C35H70O13.

Calculated values
SMILES string: CCOC(C)=O.CCOC(C)=O.CC(C)=O.CC(C)=O.CC(C)=O.CC(C)=O.CC(C)=O.CC(C)=O.CC(C)=O.CC(C)=O.CC(C)=O
Charge: 0
2S+1: 1
Energy relative to the best compared isomer or geometry (same formula, charge and spin) (kcal per mole): 0.0

Geometry (Å):
C -3.24981 -1.64023 5.62890
C -1.95881 -2.53523 5.47990
O -1.03281 -1.79423 4.68290
C -0.40681 -0.73823 5.05890
C 0.24919 -0.00023 3.92290
O -0.27881 -0.35323 6.20990
H -3.18781 -0.61323 5.79190
H -3.97881 -2.10023 6.28790
H -3.98181 -1.50523 4.88690
H -1.49781 -2.71823 6.31590
H -1.96281 -3.49023 5.05290
H 0.95519 0.60277 4.41590
H -0.61981 0.33977 3.21590
H 0.83919 -0.62323 3.27390
C 1.72019 4.88077 -0.53510
C 3.14319 4.93177 -0.08210
O 3.92319 3.96277 -0.73910
C 5.27519 3.80777 -0.53510
C 5.87619 2.70477 -1.27010
O 5.94619 4.39277 0.36490
H 1.18119 4.16277 -0.06910
H 1.70219 4.62377 -1.64710
H 1.14819 5.86777 -0.51210
H 3.57919 6.09177 -0.23410
H 3.11319 4.75577 0.97490
H 5.90419 2.82677 -2.32310
H 5.76419 1.70577 -0.89810
H 6.97019 2.87077 -1.06410
C -0.60981 -0.83823 -0.65310
C 0.40419 -0.49923 0.32690
C 0.77819 1.00477 0.55590
O 0.99819 -1.41423 0.93790
H -0.40081 -1.86523 -0.81410
H -0.46481 -0.20023 -1.50210
H -1.54681 -0.77723 -0.32510
H 1.33919 1.47577 -0.18510
H 1.51419 1.02177 1.44290
H 0.02219 1.67677 0.66690
C -0.19981 -4.52423 1.77190
C -1.60681 -4.16623 1.16590
C -2.20681 -2.82623 1.71090
O -2.03881 -4.70623 0.10890
H 0.55919 -3.90223 1.34090
H -0.13781 -5.65523 1.62790
H -0.45381 -4.44023 2.84090
H -3.03081 -2.48023 1.04590
H -1.52481 -2.08923 1.80690
H -2.59681 -3.06123 2.73990
C 3.56119 -0.28523 -4.31910
C 2.32419 0.47277 -3.71910
C 2.68619 1.78577 -3.23010
O 1.21819 -0.27423 -3.54310
H 3.68619 0.04577 -5.39210
H 3.46319 -1.30423 -4.05810
H 4.63419 0.01777 -3.79410
H 3.27119 1.68077 -2.38110
H 1.69819 2.31377 -2.89010
H 3.03119 2.40877 -3.94010
C 4.25119 -1.17923 3.25590
C 4.56819 -0.06423 2.35790
C 4.38219 1.37377 2.86990
O 4.96319 -0.27723 1.11090
H 5.07719 -1.66023 2.99090
H 3.27119 -1.79823 3.05490
H 4.18619 -0.79123 4.23090
H 3.25819 1.36577 2.97190
H 4.74619 1.90577 1.84790
H 5.01519 1.39177 3.73590
C -4.10781 0.89577 2.16590
C -3.27581 1.91777 2.95890
C -2.96481 3.35577 2.34590
O -2.84681 1.48077 4.19990
H -4.37381 -0.00423 2.64790
H -3.55981 0.48277 1.41290
H -4.98381 1.40377 1.64390
H -2.62581 3.41577 1.35290
H -2.24381 3.87777 2.81090
H -4.07281 3.91877 2.21190
C 3.95519 -2.67723 -1.11010
C 3.39819 -3.88923 -1.69610
C 1.80019 -3.84923 -1.96510
O 4.19419 -4.93123 -1.76610
H 3.69219 -1.85023 -1.64810
H 4.90919 -2.76723 -0.84010
H 3.43719 -2.29023 -0.28210
H 1.28619 -4.00623 -1.03310
H 1.58519 -4.57323 -2.69410
H 1.72619 -2.77623 -2.31010
C -2.89981 -5.42623 -3.47810
C -2.85881 -3.96423 -3.79710
C -2.12281 -3.04923 -2.91710
O -3.45681 -3.55923 -4.83910
H -2.98481 -6.18623 -4.41210
H -3.73081 -5.67123 -2.82610
H -1.84381 -5.76523 -2.94710
H -2.57181 -2.13923 -2.57210
H -1.26081 -2.63123 -3.42810
H -1.74381 -3.73223 -2.09410
C -1.34881 2.50077 -3.60910
C -1.40281 3.56277 -2.59110
C -1.42081 5.11977 -3.11610
O -1.30981 3.34777 -1.34310
H -1.34781 1.54977 -3.37210
H -0.54481 2.67677 -4.26510
H -2.23081 2.67977 -4.18510
H -2.06881 5.39877 -3.97710
H -0.50281 5.49277 -3.18010
H -2.12781 5.83677 -2.46610
C -6.38181 0.04977 -0.96410
C -4.86781 0.29277 -1.17610
C -4.32681 1.61677 -1.54910
O -3.99681 -0.71123 -0.97810
H -6.72981 0.27877 -1.90110
H -6.89181 0.67377 -0.06310
H -6.60681 -0.85823 -0.66210
H -3.13381 1.87777 -1.48510
H -4.93381 2.47477 -1.04110
H -4.50381 1.85077 -2.59610

Löwdin atomic charge list, values in e, 4 entries: -0.0178, -0.1180, -0.0095, -0.5886

***

| no. | electronic energy (Eh) |
| --- | --- |
| 1 | -385.8139 |
| 2 | -701.1626 |
| 3 | -2041.6426 |
| 4 | -326.9152 |
| 5 | -430.8104 |
| 6 | -1065.4138 |
| 7 | -3164.7174 |
| 8 | -2353.1848 |